(1)
Entry from the Open Molecules 2025 dataset: a structure of composition C32H29Br2N5O3Rh (wB97M-V/def2-TZVPD).

## Properties
E_HOMO (alpha / beta), eV: -15.196 / -16.589
Energy relative to the best compared isomer or geometry (same formula, charge and spin), kcal per mole: 0.7
DFT total energy, eV: -190315.8886
Maximum force, Eh/bohr: 0.003
Total charge: +3
Molar mass, g/mol: 794.330
⟨S²⟩: 6.045
Multiplicity: 5

Structure (XYZ):
```
72
Properties=species:S:1:pos:R:3:lowdin_charge:R:1
Rh 1.364 -0.179 -0.854 1.06
Br -1.655 -1.262 -6.702 0.91
C -0.774 -0.956 -5.091 -0.66
C 0.071 0.135 -4.940 -0.06
C 0.691 0.314 -3.722 -0.09
N 0.517 -0.514 -2.684 -0.04
C -0.288 -1.588 -2.830 -0.18
C -0.948 -1.827 -4.022 -0.03
C -0.387 -2.505 -1.661 -0.21
C -1.105 -3.690 -1.685 -0.03
C -1.097 -4.502 -0.557 -0.67
Br -2.046 -6.108 -0.554 0.89
C -0.369 -4.109 0.560 -0.07
C 0.318 -2.911 0.501 -0.09
N 0.307 -2.129 -0.577 0.02
H 0.248 0.827 -5.751 0.12
H 1.364 1.147 -3.564 0.12
H -1.595 -2.683 -4.139 0.11
H -1.657 -4.003 -2.558 0.11
H -0.327 -4.728 1.445 0.12
H 0.906 -2.559 1.340 0.12
C 3.379 0.308 3.051 0.04
C 3.175 0.437 1.574 -0.46
O 2.076 0.114 1.073 -0.09
N 4.199 0.892 0.853 0.11
C 4.189 1.060 -0.594 -0.09
C 4.294 -0.253 -1.329 -0.23
C 5.513 -0.728 -1.778 0.02
C 5.573 -1.956 -2.420 0.00
C 4.402 -2.675 -2.591 -0.01
C 3.219 -2.139 -2.123 -0.08
N 3.158 -0.951 -1.506 -0.02
H 2.414 0.304 3.549 0.10
H 3.997 1.112 3.447 0.10
H 3.881 -0.640 3.257 0.11
H 5.049 1.118 1.347 0.17
H 5.026 1.701 -0.856 0.14
H 3.274 1.585 -0.888 0.10
H 6.406 -0.137 -1.630 0.13
H 6.517 -2.342 -2.780 0.13
H 4.396 -3.637 -3.083 0.13
H 2.285 -2.670 -2.239 0.11
C -4.637 3.403 3.502 0.02
O -3.907 2.355 2.820 -0.04
C -3.510 1.298 3.500 -0.17
C -3.666 1.136 4.878 0.02
C -3.197 0.002 5.495 0.01
C -2.549 -1.024 4.757 -0.02
C -2.386 -0.899 3.415 0.01
C -2.871 0.249 2.731 -0.10
N -2.747 0.294 1.396 0.13
C -3.206 1.292 0.502 0.03
C -2.324 2.158 -0.216 -0.12
C -2.816 3.335 -0.727 0.04
C -1.990 4.262 -1.431 0.03
C -0.647 4.003 -1.629 -0.03
C -0.131 2.804 -1.177 0.04
C -0.935 1.829 -0.503 -0.30
O -0.476 0.680 -0.212 -0.08
H -4.900 4.118 2.731 0.11
H -3.999 3.873 4.247 0.11
H -5.538 2.995 3.957 0.12
H -4.150 1.904 5.462 0.13
H -3.322 -0.113 6.563 0.14
H -2.200 -1.908 5.272 0.13
H -1.913 -1.680 2.833 0.12
H -2.263 -0.494 0.981 0.15
H -4.276 1.424 0.428 0.14
H -3.861 3.583 -0.585 0.14
H -2.434 5.176 -1.803 0.13
H -0.019 4.717 -2.141 0.13
H 0.911 2.550 -1.337 0.10
```

(2)
Entry from the Open Molecules 2025 dataset: a cluster of 3 separate species, C11H29O8P2 in total in a non-equilibrium geometry (wB97M-V/def2-TZVPD).

## Properties
E_HOMO, eV: -1.331
DFT total energy, eV: -46830.9490
Maximum force, Eh/bohr: 0.141
Total charge: -1
Molar mass, g/mol: 351.293

Structure (XYZ):
```
50
Properties=species:S:1:pos:R:3:lowdin_charge:R:1
C 5.746 -0.379 4.032 -0.21
C 5.101 0.577 2.990 -0.39
C 3.866 1.327 3.527 -0.27
C 2.784 0.426 4.121 -0.29
C 1.822 -0.198 3.076 -0.12
H 6.298 0.224 4.784 -0.05
H 6.561 -0.893 3.481 -0.05
H 5.866 1.345 2.750 0.07
H 4.904 -0.016 2.087 0.08
H 4.220 2.002 4.321 0.09
H 3.479 1.963 2.715 0.09
H 3.185 -0.362 4.762 0.07
H 2.167 1.060 4.777 0.09
H 2.163 -0.106 2.040 0.06
H 0.824 0.251 3.144 0.05
H 1.706 -1.270 3.279 0.06
C -5.718 1.703 -0.176 -0.16
O -4.933 1.431 0.979 -0.29
P -3.269 1.802 0.857 0.64
O -3.055 0.738 -0.213 -0.32
O -2.973 1.240 2.342 -0.27
C -3.315 -0.105 2.642 -0.12
O -1.690 2.398 0.728 -0.26
C -1.282 2.835 -0.563 -0.15
H -6.759 1.807 0.134 0.08
H -5.402 2.626 -0.664 0.07
H -5.637 0.872 -0.879 0.08
H -3.349 -0.724 1.746 0.08
H -4.284 -0.136 3.143 0.08
H -2.555 -0.503 3.314 0.09
H -2.094 3.336 -1.093 0.07
H -0.939 1.980 -1.145 0.08
H -0.455 3.534 -0.439 0.08
C -0.253 -4.052 -4.953 -0.13
O -1.043 -2.990 -4.406 -0.25
P -0.230 -1.566 -4.043 0.57
O 0.682 -2.070 -2.959 -0.26
O -1.569 -0.874 -3.505 -0.26
C -2.200 -1.407 -2.331 -0.09
O 0.438 -0.065 -4.324 -0.24
C 1.834 -0.039 -4.638 -0.13
H -0.916 -4.727 -5.492 0.08
H 0.501 -3.674 -5.644 0.07
H 0.234 -4.599 -4.146 0.09
H -1.495 -1.948 -1.701 0.09
H -3.011 -2.076 -2.625 0.08
H -2.613 -0.575 -1.761 0.05
H 2.124 -0.882 -5.263 0.08
H 2.412 -0.053 -3.715 0.09
H 2.043 0.888 -5.172 0.08
```

(3)
Entry from the Open Molecules 2025 dataset: an isolated molecule of C22H19N5O2 in a non-equilibrium geometry (wB97M-V/def2-TZVPD).

## Properties
E_HOMO, eV: -8.292
SMILES string: CC1(C)NC(=O)c2ccc(-n3c(=O)[nH]c4ncccc43)cc2N1c1ccccc1
Energy relative to the best compared isomer or geometry (same formula, charge and spin), kcal per mole: 89.4
DFT total energy, eV: -34665.5584
Maximum force, Eh/bohr: 0.140
Molar mass, g/mol: 385.427

Structure (XYZ):
```
48
Properties=species:S:1:pos:R:3:lowdin_charge:R:1
C -0.699 -0.147 -4.327 0.00
C -0.600 0.827 -3.130 -0.43
C 0.378 2.052 -3.369 0.02
N -1.902 1.382 -3.108 0.10
C -2.451 1.828 -2.020 -0.45
O -3.364 2.656 -2.259 0.02
C -1.950 1.636 -0.664 -0.06
C -2.571 2.238 0.471 0.06
C -2.004 1.836 1.727 0.01
C -0.910 0.994 1.888 -0.20
N -0.325 0.969 3.119 0.11
C 0.433 1.982 3.646 -0.53
O 0.607 3.109 3.431 0.15
N 1.163 1.609 4.702 0.20
C 1.171 0.269 4.641 -0.31
N 2.096 -0.462 5.214 0.14
C 1.717 -1.813 5.174 -0.14
C 0.675 -2.374 4.444 -0.09
C -0.073 -1.458 3.704 -0.02
C 0.159 -0.110 3.766 -0.16
C -0.379 0.451 0.703 0.07
C -0.859 0.751 -0.542 -0.11
N -0.227 0.264 -1.771 0.03
C 0.404 -0.938 -1.759 -0.30
C -0.268 -2.173 -1.417 -0.01
C 0.445 -3.351 -1.265 -0.08
C 1.802 -3.272 -1.637 -0.10
C 2.542 -2.114 -1.961 -0.05
C 1.767 -0.943 -2.134 -0.01
H -0.752 0.374 -5.255 0.08
H 0.093 -0.893 -4.335 0.08
H -1.544 -0.794 -4.339 0.08
H -0.027 3.033 -3.077 0.10
H 1.311 1.882 -2.907 0.04
H 0.633 2.069 -4.452 0.09
H -2.157 2.041 -3.880 0.19
H -3.274 3.013 0.289 0.11
H -2.564 2.159 2.654 0.14
H 2.015 2.172 4.749 0.19
H 2.486 -2.500 5.678 0.12
H 0.465 -3.518 4.286 0.14
H -0.745 -1.820 2.933 0.12
H 0.582 -0.084 0.778 0.14
H -1.357 -2.075 -1.279 0.12
H -0.096 -4.314 -1.095 0.12
H 2.222 -4.210 -1.548 0.07
H 3.638 -2.207 -2.022 0.11
H 2.292 -0.025 -2.446 0.11
```

(4)
Entry from the Open Molecules 2025 dataset: an isolated molecule of FH3N3P3 in a non-equilibrium geometry (wB97M-V/def2-TZVPD).

## Properties
E_HOMO, eV: -8.723
SMILES string: Fn1[pH]np[nH][pH]1
Energy relative to the best compared isomer or geometry (same formula, charge and spin), kcal per mole: 62.9
DFT total energy, eV: -35100.4497
Maximum force, Eh/bohr: 0.069
Molar mass, g/mol: 156.965

Structure (XYZ):
```
10
Properties=species:S:1:pos:R:3:lowdin_charge:R:1
F 1.430 0.819 -1.419 -0.22
N 1.248 0.456 -0.011 -0.68
P 0.138 1.423 0.898 0.67
N -1.268 1.076 0.107 -0.67
P -1.931 -0.195 -0.559 0.68
N -0.908 -1.452 -0.184 -0.50
P 1.127 -1.207 0.011 0.86
H 0.501 2.634 0.125 -0.04
H -1.223 -2.328 -0.493 -0.06
H 0.885 -1.226 1.525 -0.04
```

Copy entry 3 word for word.
Entry from the Open Molecules 2025 dataset: an isolated molecule of C22H19N5O2 in a non-equilibrium geometry (wB97M-V/def2-TZVPD).

## Properties
E_HOMO, eV: -8.292
SMILES string: CC1(C)NC(=O)c2ccc(-n3c(=O)[nH]c4ncccc43)cc2N1c1ccccc1
Energy relative to the best compared isomer or geometry (same formula, charge and spin), kcal per mole: 89.4
DFT total energy, eV: -34665.5584
Maximum force, Eh/bohr: 0.140
Molar mass, g/mol: 385.427

Structure (XYZ):
```
48
Properties=species:S:1:pos:R:3:lowdin_charge:R:1
C -0.699 -0.147 -4.327 0.00
C -0.600 0.827 -3.130 -0.43
C 0.378 2.052 -3.369 0.02
N -1.902 1.382 -3.108 0.10
C -2.451 1.828 -2.020 -0.45
O -3.364 2.656 -2.259 0.02
C -1.950 1.636 -0.664 -0.06
C -2.571 2.238 0.471 0.06
C -2.004 1.836 1.727 0.01
C -0.910 0.994 1.888 -0.20
N -0.325 0.969 3.119 0.11
C 0.433 1.982 3.646 -0.53
O 0.607 3.109 3.431 0.15
N 1.163 1.609 4.702 0.20
C 1.171 0.269 4.641 -0.31
N 2.096 -0.462 5.214 0.14
C 1.717 -1.813 5.174 -0.14
C 0.675 -2.374 4.444 -0.09
C -0.073 -1.458 3.704 -0.02
C 0.159 -0.110 3.766 -0.16
C -0.379 0.451 0.703 0.07
C -0.859 0.751 -0.542 -0.11
N -0.227 0.264 -1.771 0.03
C 0.404 -0.938 -1.759 -0.30
C -0.268 -2.173 -1.417 -0.01
C 0.445 -3.351 -1.265 -0.08
C 1.802 -3.272 -1.637 -0.10
C 2.542 -2.114 -1.961 -0.05
C 1.767 -0.943 -2.134 -0.01
H -0.752 0.374 -5.255 0.08
H 0.093 -0.893 -4.335 0.08
H -1.544 -0.794 -4.339 0.08
H -0.027 3.033 -3.077 0.10
H 1.311 1.882 -2.907 0.04
H 0.633 2.069 -4.452 0.09
H -2.157 2.041 -3.880 0.19
H -3.274 3.013 0.289 0.11
H -2.564 2.159 2.654 0.14
H 2.015 2.172 4.749 0.19
H 2.486 -2.500 5.678 0.12
H 0.465 -3.518 4.286 0.14
H -0.745 -1.820 2.933 0.12
H 0.582 -0.084 0.778 0.14
H -1.357 -2.075 -1.279 0.12
H -0.096 -4.314 -1.095 0.12
H 2.222 -4.210 -1.548 0.07
H 3.638 -2.207 -2.022 0.11
H 2.292 -0.025 -2.446 0.11
```

Question: What is the maximum force in the fourth record?
Answer: 0.069 Eh/bohr

Question: Which formula does entry 4 have?
Answer: FH3N3P3

Question: Which of these has the highest DFT total energy?
Answer: C22H19N5O2